{"formula": "C19H20F9O2Ti", "method": "the ωB97M-V functional and the def2-TZVPD basis", "elements": ["Ti", "C", "C", "C", "H", "C", "C", "H", "H", "H", "H", "C", "C", "C", "H", "C", "C", "H", "H", "H", "H", "O", "C", "C", "C", "C", "C", "H", "H", "H", "H", "H", "H", "H", "H", "H", "H", "F", "C", "F", "F", "C", "O", "C", "F", "F", "F", "C", "F", "F", "F"], "xyz": [[-0.2743, -0.1362, 0.2979], [-2.4271, 0.6886, 0.0383], [-1.7423, 1.4657, -0.9385], [-1.3994, 0.6014, -2.0040], [-1.5686, 2.5421, -0.8911], [-1.6676, -0.7404, -1.6011], [-2.3132, -0.7050, -0.3227], [-2.7402, -1.5500, 0.2088], [-3.0273, 1.0990, 0.8257], [-1.1084, 0.9222, -3.0015], [-1.5229, -1.6332, -2.2076], [1.4017, -1.0051, 1.6382], [0.2688, -1.8893, 1.5747], [0.2026, -2.4396, 0.2527], [-0.3764, -2.1645, 2.3913], [1.3686, -2.0037, -0.4446], [2.0951, -1.1069, 0.3953], [3.0484, -0.6360, 0.1729], [1.7406, -0.4463, 2.5020], [-0.5147, -3.1760, -0.1033], [1.7060, -2.4099, -1.3946], [1.2843, 0.5871, -1.6513], [1.8726, 0.0978, -2.9223], [2.0148, 1.5259, -3.4891], [0.9631, -0.7996, -3.7228], [3.2395, -0.5123, -2.7162], [1.5531, 1.9601, -2.1087], [1.3114, 1.7354, -4.3046], [3.0420, 1.7917, -3.7563], [2.3529, 2.4133, -1.5078], [0.6398, 2.5691, -2.1140], [1.4705, -1.0417, -4.6659], [0.0187, -0.3090, -3.9612], [0.7694, -1.7359, -3.1921], [3.8036, -0.4130, -3.6529], [3.1644, -1.5770, -2.4899], [3.7781, 0.0031, -1.9156], [-0.1301, -1.1995, 4.2965], [-0.4619, 0.1231, 4.3711], [-0.9964, 0.3335, 5.5954], [0.6967, 0.8300, 4.2824], [-1.4297, 0.5438, 3.2228], [-0.8512, 0.3901, 1.9449], [-2.6950, -0.3555, 3.3683], [-3.2832, -0.2685, 4.5797], [-3.6414, -0.0528, 2.4358], [-2.3553, -1.6646, 3.1577], [-1.7546, 2.0774, 3.3712], [-2.0866, 2.4491, 4.6266], [-0.6555, 2.7791, 2.9834], [-2.7836, 2.4433, 2.5458]], "forces_ev_per_a": [[0.3, -0.2, -2.9], [-0.1, -0.7, -1.3], [-0.7, 0.0, -0.4], [-0.3, -0.5, 0.4], [-0.3, -0.3, -0.2], [-0.3, 0.7, -0.4], [-0.9, 0.9, -0.2], [0.0, 0.2, -0.2], [0.5, -0.1, 0.0], [0.4, 0.0, 0.5], [0.1, 0.3, 0.2], [0.2, -1.7, -0.5], [1.3, -1.1, -0.5], [1.3, -0.2, 1.2], [0.0, 0.2, -0.4], [-0.2, 0.2, 0.7], [-0.2, -0.4, 0.4], [-0.3, 0.0, 0.0], [-0.2, 0.0, -0.2], [0.1, 0.3, 0.1], [-0.3, 0.4, 0.1], [1.1, 1.1, -1.9], [0.1, 0.2, -0.2], [-0.2, -0.5, 0.1], [0.0, -0.3, -0.2], [0.2, -0.4, -0.1], [-0.4, 0.0, 0.6], [0.2, 0.1, 0.2], [-0.2, 0.1, -0.1], [-0.4, 0.0, 0.1], [0.3, -0.1, 0.3], [0.0, 0.0, 0.1], [0.2, -0.2, 0.1], [-0.1, 0.2, -0.1], [0.0, 0.0, 0.1], [0.2, 0.1, 0.2], [0.0, -0.1, -0.1], [-0.2, 1.4, 0.5], [1.0, -0.3, -0.2], [0.5, -0.2, -0.4], [-0.9, -0.5, 0.3], [1.0, -0.1, -2.5], [-2.0, 1.7, 6.4], [-0.5, -0.6, -1.1], [0.1, -0.1, -0.4], [0.6, -0.4, 1.2], [-0.7, 1.2, 0.4], [0.2, 0.2, -0.9], [0.1, 0.1, -0.6], [-1.2, -0.3, 0.6], [1.0, -0.1, 1.0]], "mulliken_charge": [0.9471, -0.4846, -1.7197, 0.0876, 0.3438, -0.7151, -0.7743, 0.4128, 1.0729, 0.7692, 0.4185, -0.7929, -0.2074, -1.6525, 0.7498, -0.0329, -0.6624, 0.3287, 0.4165, 0.4172, 0.8536, -0.0376, 1.6610, -0.7804, -1.8036, -1.8512, -0.7163, 0.3142, 0.3716, 0.3409, 0.1771, 0.5266, 0.3779, 0.1288, 0.5170, 0.3074, 0.3498, -0.2225, 0.4729, -0.2584, -0.2475, 0.8684, -0.7360, 0.4460, -0.2616, -0.2397, -0.2371, 0.4685, -0.2654, -0.2350, -0.2117], "gap_ev": [4.1, 3.9], "e_tot_ev": -71694.6012, "charge": -1, "multiplicity": 1}